1.
{"formula": "C16H35BN3O5", "method": "ωB97M-V/def2-TZVPD", "elements": ["C", "C", "C", "N", "C", "N", "N", "B", "O", "O", "H", "H", "H", "H", "H", "H", "H", "H", "H", "H", "H", "C", "C", "C", "O", "C", "H", "H", "H", "H", "H", "H", "H", "H", "C", "C", "C", "O", "C", "H", "H", "H", "H", "H", "H", "H", "H", "C", "C", "C", "O", "C", "H", "H", "H", "H", "H", "H", "H", "H"], "xyz": [[1.31620, -0.34394, 2.34232], [0.26094, -0.80181, 1.59472], [-0.51371, 0.20004, 0.79965], [-1.87861, -0.19507, 0.41753], [-2.83478, -0.51365, 1.23693], [-2.61289, -0.52974, 2.56863], [-4.06309, -0.84989, 0.67713], [-4.41831, -2.33131, 0.65185], [-4.63248, -2.87758, -0.57221], [-4.52259, -3.10589, 1.76528], [1.15109, 0.23553, 3.25128], [2.36155, -0.51885, 2.08915], [-0.03056, -1.85234, 1.55866], [0.03382, 0.33779, -0.13311], [-0.52736, 1.19138, 1.28439], [-2.11108, -0.19429, -0.57086], [-3.46451, -0.54234, 3.11125], [-1.95329, 0.15633, 2.91737], [-4.77713, -0.32180, 1.17816], [-4.20576, -3.73804, -0.67316], [-4.68296, -2.63625, 2.59000], [4.15047, -1.75863, -2.06232], [4.78200, -2.94203, -1.32924], [5.46516, -2.25126, -0.15515], [4.66984, -1.09860, 0.14977], [3.73383, -0.87064, -0.89806], [3.31631, -2.03337, -2.70666], [4.89942, -1.25151, -2.67314], [4.00281, -3.61684, -0.96757], [5.47384, -3.51882, -1.93983], [6.47237, -1.91750, -0.42110], [5.53347, -2.88193, 0.73089], [2.73352, -1.14583, -0.53322], [3.72999, 0.19053, -1.15310], [1.28471, 5.04502, 3.39701], [-0.13111, 5.16700, 3.95662], [-0.96893, 4.67125, 2.78641], [-0.16710, 3.70312, 2.09575], [1.18457, 3.76983, 2.57334], [2.05653, 4.99075, 4.16210], [1.50523, 5.89586, 2.75013], [-0.25189, 4.50571, 4.81756], [-0.39620, 6.17626, 4.26474], [-1.20401, 5.48429, 2.09347], [-1.90424, 4.20397, 3.09931], [1.38183, 2.88448, 3.18759], [1.86442, 3.75670, 1.72143], [-2.14554, -0.93569, -5.12324], [-1.27640, -2.12099, -4.70665], [-0.55157, -1.56374, -3.49076], [-1.44994, -0.62267, -2.88279], [-2.54403, -0.35221, -3.77673], [-3.00516, -1.21357, -5.72933], [-1.54983, -0.21500, -5.68612], [-1.90708, -2.96437, -4.41825], [-0.59279, -2.45806, -5.48301], [0.36073, -1.03293, -3.77961], [-0.28922, -2.33119, -2.76092], [-3.44224, -0.83878, -3.38294], [-2.71834, 0.72313, -3.81136]], "atomic_forces_ev_per_a": [[0.0, -0.1, 0.1], [0.1, 0.1, 0.5], [-1.0, 0.2, 1.2], [0.2, 0.0, -0.2], [0.2, 0.1, -0.4], [-0.6, 0.8, -0.1], [-0.4, -0.2, 0.9], [-0.1, -0.2, -0.6], [1.1, 0.2, 0.0], [-0.2, 0.4, 0.0], [0.0, 1.8, -1.1], [0.0, -1.8, 1.1], [1.1, -0.2, -1.7], [-0.1, -0.1, 0.0], [0.1, 0.0, 0.0], [0.0, -0.1, -0.2], [0.1, -0.2, 0.2], [0.3, -0.3, 0.1], [-0.1, 0.0, -0.1], [-0.6, -0.2, 0.0], [0.3, -0.2, 0.0], [0.1, 0.0, 0.0], [-0.1, 0.0, 0.0], [0.1, 0.0, -0.1], [0.0, 0.0, 0.0], [-0.2, 0.0, 0.0], [0.0, 0.0, 0.0], [0.0, 0.0, 0.0], [0.0, 0.0, 0.0], [0.0, 0.0, 0.0], [0.0, 0.0, 0.0], [0.0, 0.0, 0.0], [0.0, 0.0, -0.1], [0.0, 0.0, 0.0], [0.0, 0.1, -0.1], [0.0, -0.1, 0.0], [0.0, 0.1, -0.1], [0.0, -0.2, 0.1], [0.0, 0.0, 0.1], [0.0, 0.0, 0.0], [0.0, 0.0, 0.0], [0.0, 0.0, 0.0], [0.0, 0.0, 0.0], [0.0, 0.0, 0.0], [0.0, 0.0, 0.0], [0.0, 0.0, 0.0], [0.0, 0.0, 0.0], [0.1, 0.1, 0.0], [-0.1, 0.0, 0.1], [0.1, 0.0, 0.0], [-0.1, 0.0, 0.3], [-0.1, -0.1, 0.0], [0.0, 0.0, 0.0], [0.0, 0.0, 0.0], [0.0, 0.0, 0.0], [0.0, 0.0, 0.0], [0.0, 0.0, 0.0], [0.0, 0.0, 0.0], [0.0, 0.0, 0.0], [0.1, 0.0, 0.0]], "lumo_energy_ha": -0.1122, "homo_lumo_gap_ev": 8.01, "total_charge": 1, "homo_ev": -11.06, "de_lowest_kj_mol": 39.85}

=====

2.
{"formula": "C16H35Cl18O4PS", "method": "ωB97M-V/def2-TZVPD", "elements": ["C", "C", "C", "C", "C", "C", "C", "O", "S", "O", "O", "P", "O", "H", "H", "H", "H", "H", "H", "H", "H", "H", "H", "H", "H", "H", "H", "H", "H", "H", "C", "Cl", "Cl", "H", "H", "C", "Cl", "Cl", "H", "H", "C", "Cl", "Cl", "H", "H", "C", "Cl", "Cl", "H", "H", "C", "Cl", "Cl", "H", "H", "C", "Cl", "Cl", "H", "H", "C", "Cl", "Cl", "H", "H", "C", "Cl", "Cl", "H", "H", "C", "Cl", "Cl", "H", "H"], "xyz": [[-1.23086, -2.03960, 0.76488], [0.15423, -1.33128, 0.91856], [0.33594, -0.12094, -0.05038], [1.77274, 0.03773, -0.61270], [2.76437, 0.75887, 0.33554], [3.24818, -0.11506, 1.53080], [4.65772, -0.74138, 1.30130], [4.58354, -2.17000, 1.05377], [4.18571, -2.41100, -0.53122], [5.16805, -1.70061, -1.38839], [4.57696, -4.04901, -0.80429], [4.27378, -4.29526, -2.44597], [2.90359, -3.74816, -2.77928], [-1.73386, -1.71100, -0.16419], [-1.14812, -3.13826, 0.70805], [-1.90548, -1.82345, 1.60919], [0.97846, -2.06048, 0.85219], [0.17920, -0.92378, 1.94879], [-0.06512, 0.81232, 0.38391], [-0.31362, -0.33048, -0.92566], [2.12967, -0.94007, -0.97539], [1.67771, 0.66565, -1.51836], [3.66138, 1.01244, -0.26140], [2.37247, 1.72957, 0.68558], [3.37291, 0.55839, 2.39688], [2.53533, -0.89085, 1.84158], [5.24505, -0.64279, 2.22858], [5.22054, -0.20654, 0.52334], [5.22102, -3.60884, -3.23482], [4.35795, -5.68282, -2.70447], [4.91673, 3.84211, 2.52778], [3.49206, 3.24990, 3.39057], [5.31340, 2.82926, 1.13241], [4.71736, 4.84963, 2.17846], [5.76066, 3.84530, 3.20926], [-5.17530, -1.00860, 0.70002], [-5.39503, -1.50811, -0.98127], [-4.68569, -2.36549, 1.72212], [-4.40501, -0.24524, 0.74022], [-6.11235, -0.61110, 1.07190], [-7.86749, 2.31053, 1.86021], [-8.26975, 0.62693, 2.21664], [-6.22265, 2.46976, 1.23082], [-8.56397, 2.68545, 1.11699], [-7.94966, 2.88892, 2.77416], [6.86617, 3.88142, -2.30696], [7.37717, 5.45259, -1.67338], [5.15342, 3.58525, -2.00021], [7.03917, 3.86294, -3.37749], [7.44831, 3.10437, -1.82272], [9.02584, 8.46084, -3.84916], [8.51475, 10.11620, -3.49940], [10.72095, 8.39835, -4.34682], [8.90114, 7.85929, -2.95503], [8.41068, 8.06623, -4.65058], [0.98677, -1.32007, -4.31849], [1.44120, 0.30486, -3.78311], [-0.71587, -1.65764, -3.98334], [1.15483, -1.39556, -5.38757], [1.59914, -2.04652, -3.78919], [-9.88417, -1.78606, 5.07937], [-10.47286, -0.15530, 5.42566], [-8.18319, -1.77776, 4.60105], [-9.99321, -2.39329, 5.97143], [-10.47247, -2.20509, 4.27003], [-2.14378, -6.61628, 1.07727], [-2.70413, -4.97876, 1.43000], [-0.44683, -6.62874, 0.57930], [-2.25087, -7.22352, 1.96977], [-2.74701, -7.02626, 0.27437], [-10.75532, -0.24949, -0.89254], [-11.32878, 1.38596, -0.53791], [-9.06017, -0.25007, -1.38443], [-10.85975, -0.85697, 0.00028], [-11.35386, -0.66350, -1.69685]], "atomic_forces_ev_per_a": [[0.2, 0.0, -0.2], [-0.8, 0.6, 0.6], [0.0, -1.1, -0.6], [-0.7, 1.4, 0.2], [0.3, -1.0, -0.4], [0.7, 0.8, 0.1], [-0.5, 0.8, 1.1], [0.6, -1.0, -1.6], [0.7, 1.5, -1.0], [-1.2, -1.0, 1.4], [0.5, -0.1, -1.1], [-2.9, 1.5, 0.2], [1.8, -0.9, 0.3], [0.2, -0.1, 0.4], [0.2, 0.7, 0.0], [0.3, 0.0, -0.3], [-0.3, 0.3, -0.3], [0.3, -0.3, -0.3], [0.4, -0.3, 0.0], [0.3, 0.1, 0.3], [-0.1, 0.4, 0.3], [0.2, -0.3, 0.8], [-0.4, 0.0, 0.2], [-0.1, -0.5, -0.1], [-0.1, -0.3, -0.2], [0.2, 0.2, -0.2], [-0.2, -0.4, -0.4], [-0.2, -0.4, 0.1], [0.4, -0.5, 0.6], [0.5, 0.3, 0.6], [0.1, 0.1, 0.0], [0.0, 0.1, 0.0], [0.1, 0.1, 0.3], [-0.1, -0.1, -0.1], [-0.1, -0.1, 0.0], [0.0, 0.1, 0.0], [0.0, 0.1, 0.0], [-0.2, 0.1, 0.1], [0.0, -0.1, 0.0], [0.0, -0.1, 0.0], [-0.2, 0.1, -0.1], [-0.1, 0.1, 0.0], [0.0, 0.1, 0.0], [0.1, -0.1, -0.1], [0.1, -0.1, 0.0], [0.0, -0.2, -0.1], [0.1, 0.0, 0.0], [0.0, 0.0, -0.3], [-0.1, 0.1, 0.0], [-0.1, 0.1, 0.1], [-0.1, -0.1, 0.0], [-0.1, 0.0, 0.0], [0.0, -0.1, 0.0], [0.1, 0.1, 0.0], [0.1, 0.1, 0.0], [0.2, -0.2, 0.0], [0.0, 0.0, -0.7], [0.0, 0.0, 0.0], [-0.1, 0.1, 0.0], [-0.1, 0.1, 0.1], [0.0, -0.1, 0.0], [-0.1, 0.0, 0.0], [0.0, -0.2, 0.0], [0.1, 0.1, 0.0], [0.1, 0.1, 0.0], [-0.1, -0.1, 0.1], [-0.2, -0.4, 0.0], [0.0, -0.1, 0.0], [0.1, 0.1, 0.0], [0.1, 0.1, 0.0], [0.0, -0.1, 0.0], [-0.1, 0.0, 0.0], [0.0, -0.1, 0.0], [0.1, 0.1, 0.0], [0.0, 0.1, 0.0]], "lumo_energy_ha": 0.0170, "homo_lumo_gap_ev": 10.40, "total_charge": 0, "homo_ev": -9.93}

=====

3.
{"formula": "C16H35ClN3O5P", "method": "ωB97M-V/def2-TZVPD", "elements": ["C", "C", "O", "C", "C", "C", "C", "C", "O", "O", "C", "C", "N", "C", "C", "C", "N", "C", "C", "Cl", "C", "C", "P", "N", "O", "H", "H", "H", "H", "H", "H", "H", "H", "H", "H", "H", "H", "H", "H", "H", "H", "H", "H", "H", "H", "H", "H", "H", "H", "H", "H", "H", "H", "H", "H", "H", "H", "H", "H", "O", "H"], "xyz": [[5.00615, 0.63142, 2.34962], [3.75068, -0.18427, 2.54909], [3.53301, -0.94464, 1.36522], [2.27555, -1.57207, 1.32716], [1.12193, -0.63901, 0.87847], [0.72703, -0.92638, -0.59601], [1.97469, -0.56271, -1.44204], [2.62909, -1.71972, -2.14386], [2.86903, -2.79430, -1.64947], [2.96983, -1.44358, -3.45393], [0.24038, -2.37382, -0.60554], [-1.18194, -2.25913, -0.04591], [-1.65532, -0.85302, -0.33867], [-2.21133, -0.15492, 0.88146], [-3.73680, -0.20039, 0.85326], [-4.30792, 0.74927, 1.91409], [-5.41469, 1.50919, 1.34132], [-0.56418, -0.21384, -1.16182], [-0.61194, 1.31198, -1.32977], [-2.34266, 1.80448, -1.57084], [0.00540, 2.16498, -0.24599], [-0.13941, 3.66298, -0.49830], [-0.65734, -0.85504, -2.99047], [-1.86944, -2.07798, -2.88530], [-1.43650, 0.31836, -3.83383], [4.92504, 1.18370, 1.41773], [5.88637, -0.00489, 2.28905], [5.10848, 1.34744, 3.15723], [3.87074, -0.84925, 3.40978], [2.94090, 0.53248, 2.72413], [2.39788, -2.41832, 0.66179], [2.04593, -1.96450, 2.32063], [0.29867, -0.76792, 1.57989], [1.47982, 0.37855, 1.06343], [1.78450, 0.19065, -2.19703], [2.73401, -0.13667, -0.78779], [3.91994, -1.57162, -3.51672], [0.29327, -2.91342, -1.54394], [0.74253, -3.03115, 0.09405], [-1.32565, -2.58082, 0.97420], [-1.82571, -2.90792, -0.63230], [-2.46270, -0.97795, -0.94254], [-1.84230, -0.61165, 1.78944], [-1.92859, 0.88520, 0.89596], [-4.10510, -1.21019, 1.00003], [-4.05506, 0.20731, -0.10298], [-4.70868, 0.18821, 2.75165], [-3.52299, 1.40594, 2.29324], [-5.86311, 2.08255, 2.03831], [-5.09280, 2.11230, 0.59844], [-0.08321, 1.54198, -2.24950], [-0.28955, 1.90188, 0.75856], [1.07151, 1.96699, -0.28824], [-0.06079, 3.86397, -1.56626], [-1.05687, 4.06380, -0.08901], [0.71087, 4.13412, -0.02183], [-2.78553, -1.77295, -3.19045], [-1.56590, -2.84614, -3.46360], [-2.31665, 0.48684, -3.48170], [1.53055, 2.59593, 2.04336], [2.17688, 3.11766, 1.54504]], "atomic_forces_ev_per_a": [[0.0, -0.2, -0.2], [0.2, 0.7, 0.0], [0.0, 0.0, -0.2], [0.0, 0.1, 0.3], [0.2, 0.1, 0.3], [0.5, 0.6, 0.4], [-0.2, -0.3, -0.4], [0.2, -0.8, -0.1], [-0.1, 0.8, -0.3], [0.0, 0.6, 0.7], [-0.5, -0.5, 1.0], [-0.3, -0.9, -1.5], [-0.3, -0.1, 0.8], [-0.7, 0.2, 0.2], [0.5, 0.5, 0.3], [-0.3, 0.1, -0.1], [-0.2, -0.3, -0.1], [0.2, -0.3, -0.5], [0.3, 0.0, 1.1], [-0.4, 0.1, -0.1], [0.1, 0.2, -0.4], [0.4, -0.5, -0.1], [0.2, -0.2, -0.5], [0.1, 0.5, 0.1], [0.3, -0.7, 0.1], [0.0, 0.2, -0.1], [0.1, 0.0, 0.1], [0.1, 0.1, 0.2], [-0.2, -0.2, 0.0], [-0.3, -0.1, 0.0], [0.1, -0.1, -0.1], [-0.1, -0.1, 0.1], [-0.2, -0.1, -0.1], [-0.2, 0.3, -0.1], [-0.2, 0.1, -0.1], [0.2, -0.1, 0.1], [0.2, -0.5, -0.4], [-0.2, 0.3, -0.4], [0.5, 0.1, -0.1], [0.2, 0.7, 0.5], [-0.1, 0.0, 0.0], [0.0, 0.1, -0.2], [0.3, -0.2, 0.0], [0.4, 0.1, -0.2], [-0.2, -0.2, -0.2], [-0.2, -0.3, -0.2], [0.1, -0.1, 0.2], [0.2, 0.0, 0.1], [0.0, 0.1, 0.1], [0.1, 0.2, 0.0], [-0.3, 0.1, -0.3], [0.1, 0.1, 0.2], [0.2, -0.3, 0.2], [-0.2, 0.2, -0.2], [-0.2, 0.2, -0.1], [-0.1, 0.2, 0.3], [-0.1, -0.1, -0.1], [-0.2, -0.3, -0.1], [-0.2, 0.4, 0.0], [0.2, -0.4, -0.3], [0.0, 0.0, 0.3]], "lumo_energy_ha": -0.0089, "homo_lumo_gap_ev": 5.54, "total_charge": 0, "homo_ev": -5.78, "de_lowest_kj_mol": 0.00}

=====

4.
{"formula": "C16H35N11Pt", "method": "ωB97M-V/def2-TZVPD", "elements": ["Pt", "C", "N", "C", "C", "N", "N", "C", "N", "N", "H", "H", "H", "H", "H", "H", "H", "H", "H", "H", "H", "C", "N", "C", "C", "N", "C", "C", "N", "C", "C", "N", "C", "N", "C", "C", "C", "N", "C", "H", "H", "H", "H", "H", "H", "H", "H", "H", "H", "H", "H", "H", "H", "H", "H", "H", "H", "H", "H", "H", "H", "H", "H"], "xyz": [[0.03364, -0.26129, 0.07244], [0.13014, -4.59661, -3.28914], [-0.59523, -3.52845, -2.56932], [-2.06775, -3.52730, -2.60877], [0.04281, -2.57306, -1.92524], [-0.58592, -1.57268, -1.30656], [1.42823, -2.63141, -1.91075], [2.30144, -1.82838, -1.22842], [3.59070, -2.03837, -1.42486], [1.86582, -0.87214, -0.42007], [-0.59930, -5.24726, -3.75874], [0.71726, -5.20242, -2.59673], [0.75229, -4.17894, -4.08345], [-2.40084, -4.43032, -3.10830], [-2.43978, -2.67032, -3.17329], [-2.47907, -3.53677, -1.59796], [-1.59394, -1.63784, -1.37807], [1.83797, -3.36537, -2.47436], [3.93913, -2.75607, -2.04643], [4.29530, -1.49782, -0.94167], [2.60964, -0.31708, -0.01029], [0.85688, 1.67061, 4.55797], [0.64948, 0.26419, 4.18424], [0.93005, -0.73959, 5.23882], [0.73843, -2.07793, 4.51965], [0.38247, -1.66716, 3.14330], [0.04228, -2.69945, 2.18230], [0.31220, -0.34196, 3.06358], [-0.13827, 0.32251, 1.89724], [-0.70314, 1.67658, 2.05315], [-1.82221, 1.79114, 1.04166], [-1.22058, 1.47173, -0.26902], [-1.60214, 2.06924, -1.38424], [-0.93978, 2.02684, -2.55965], [0.34844, 1.40005, -2.77953], [-1.60317, 2.73945, -3.64116], [-2.79547, 3.36255, -2.94525], [-2.71359, 2.87698, -1.57908], [-3.76177, 3.29057, -0.64899], [1.53149, 1.66640, 5.41027], [-0.07063, 2.14588, 4.87206], [1.33370, 2.23286, 3.76122], [0.24395, -0.59590, 6.07209], [1.94446, -0.59571, 5.60695], [-0.07079, -2.67036, 4.94495], [1.63907, -2.68981, 4.50129], [0.37790, -3.64761, 2.59637], [0.56498, -2.55921, 1.23869], [-1.03563, -2.76284, 2.01470], [0.06497, 2.43079, 1.87565], [-1.12628, 1.83235, 3.04244], [-2.20210, 2.80715, 1.10726], [-2.63246, 1.09442, 1.26696], [1.02919, 1.67612, -1.97207], [0.74464, 1.75963, -3.72568], [0.24019, 0.31568, -2.82555], [-1.88421, 2.04808, -4.44054], [-0.92166, 3.47643, -4.07263], [-3.76190, 3.07268, -3.37098], [-2.77575, 4.45960, -2.94072], [-4.54945, 3.75748, -1.23443], [-3.37158, 4.03045, 0.05313], [-4.16575, 2.43221, -0.11496]], "atomic_forces_ev_per_a": [[-0.6, 0.8, -0.1], [0.0, 0.0, -0.1], [0.2, 0.3, 0.1], [-0.1, 0.0, 0.0], [0.2, -0.6, -0.2], [-0.1, 0.6, 0.3], [0.0, 0.2, 0.2], [0.2, -0.5, -0.7], [-0.3, 0.0, 0.1], [-0.4, 0.1, 0.5], [0.0, 0.0, 0.0], [0.0, 0.0, 0.0], [0.0, 0.0, 0.0], [0.0, 0.0, 0.0], [0.0, 0.0, 0.0], [0.0, 0.0, 0.0], [0.0, 0.1, -0.1], [0.0, 0.0, 0.0], [0.0, 0.0, 0.0], [0.0, 0.0, 0.0], [0.0, 0.1, -0.1], [0.1, 0.1, -0.1], [-0.1, 0.1, 0.1], [0.1, -0.2, 0.0], [0.0, 0.0, 0.2], [0.2, 0.0, 0.0], [-0.3, 0.0, 0.0], [-0.3, -0.3, -0.2], [0.9, 0.3, -0.8], [-1.3, 0.2, 0.0], [0.5, 0.2, 0.4], [1.1, -1.8, 2.2], [-1.9, 2.1, -3.2], [0.6, -0.8, 0.9], [-0.3, 0.1, 0.2], [0.0, 0.1, -0.5], [-0.5, 0.8, -0.3], [1.3, -1.6, 1.3], [0.3, -0.1, 0.2], [0.0, 0.0, 0.0], [0.0, 0.0, 0.0], [0.0, 0.0, 0.0], [-0.1, 0.0, 0.0], [0.0, 0.0, -0.1], [0.0, 0.0, 0.0], [0.0, 0.0, 0.0], [0.0, 0.0, 0.0], [0.1, 0.0, 0.0], [0.0, 0.0, 0.0], [0.1, -0.1, -0.1], [0.1, -0.2, 0.1], [0.0, 0.0, -0.3], [0.0, 0.0, 0.1], [0.2, 0.0, -0.1], [0.1, 0.0, 0.1], [0.2, 0.0, -0.2], [0.0, 0.0, 0.1], [-0.1, 0.0, 0.1], [0.2, -0.1, 0.0], [0.1, -0.2, -0.1], [0.0, -0.1, 0.1], [-0.2, 0.1, -0.1], [-0.2, 0.1, 0.0]], "lumo_energy_ha": -0.5831, "homo_lumo_gap_ev": 3.54, "total_charge": 4, "homo_ev": -19.41}